This record from the Open Molecules 2025 dataset describes C20H26FN7O2STc as an isolated structure in a non-equilibrium geometry. The level of theory is wB97M-V/def2-TZVPD.

Output
Orbital gap (spin up / spin down): 5.65 / 6.45 eV
Net charge: +2
2S+1: 2
LUMO level (spin up / spin down): -8.6 / -7.8 eV
Energy relative to the best compared isomer or geometry (same formula, charge and spin): 0.0 kcal/mol
DFT total energy: -51426.559 eV
Max |F|: 1.642 eV/A

Each line ends with the natural charge from an NBO analysis.
Positions of all 58 atoms, in Å:
1 Tc 0.92213 0.32874 -0.00135  1.095
2 S 0.57717 -1.39104 1.39504  0.255
3 F -0.42973 -0.09654 -1.22911  -0.471
4 O 1.03883 -2.30910 -5.02833  -0.581
5 O 2.49725 -6.00482 -5.84135  -0.691
6 N -0.94462 -1.29534 3.54634  -0.534
7 N 2.52479 1.06479 1.17012  -0.456
8 N 0.74751 2.22815 -0.88703  -0.463
9 N 2.14601 -4.19538 -4.39068  -0.613
10 N -0.92387 0.68055 2.39150  -0.382
11 N -0.41834 1.25926 1.25672  -0.243
12 N 2.28139 -0.62640 -1.37681  -0.489
13 C 0.92160 3.78123 -2.67955  -0.212
14 C -1.85504 3.18973 1.69437  -0.692
15 C 1.76712 -1.47000 -2.28749  0.095
16 C 3.90341 -1.81778 -3.28806  -0.099
17 C 3.96055 2.35206 4.06074  -0.591
18 C -1.87253 -0.79282 4.57003  -0.224
19 C 1.83243 -2.88968 -4.31409  0.640
20 C 4.47878 1.88987 2.69284  -0.530
21 C -0.52382 -0.56220 2.52269  0.294
22 C 4.43860 -0.94403 -2.35148  -0.225
23 C 1.54243 -5.10133 -5.36973  0.087
24 C -1.17293 0.03930 5.62977  -0.621
25 C 3.60517 -0.37138 -1.41852  0.040
26 C 2.54672 -2.08305 -3.25544  -0.122
27 C -0.23637 2.97682 -0.32484  0.161
28 C -0.66519 4.14678 -0.92181  -0.192
29 C -0.08016 4.55121 -2.11499  -0.094
30 C 1.30811 2.62083 -2.03595  0.103
31 C -0.83526 2.43892 0.91900  0.337
32 C 3.38814 1.43376 1.82750  0.579
33 H 3.02111 -5.58466 -6.53211  0.479
34 H 1.39455 4.06210 -3.60939  0.260
35 H 0.76398 -5.69260 -4.88993  0.185
36 H -0.35057 -0.51612 6.08086  0.217
37 H -0.61547 -2.24500 3.61336  0.424
38 H 2.07421 1.97512 -2.44382  0.224
39 H 3.42178 1.55374 4.56712  0.228
40 H -1.87677 0.29573 6.42046  0.242
41 H 3.30802 3.21685 3.96071  0.228
42 H -1.80094 2.91762 2.74489  0.275
43 H -2.85363 2.91997 1.33817  0.275
44 H 5.49099 -0.69880 -2.34833  0.252
45 H 4.53315 -2.27211 -4.04284  0.251
46 H 1.09702 -4.48400 -6.14830  0.201
47 H -0.41288 5.45834 -2.60122  0.257
48 H 3.98970 0.31573 -0.68042  0.207
49 H -1.45824 4.72673 -0.47479  0.253
50 H -0.78358 0.96637 5.20981  0.211
51 H -2.35096 -1.66864 5.00377  0.227
52 H -1.72816 4.26326 1.58425  0.244
53 H 2.76493 -4.60657 -3.70959  0.409
54 H 4.81353 2.63301 4.67363  0.254
55 H 0.69846 -1.62343 -2.25502  0.253
56 H -2.64073 -0.21716 4.05502  0.223
57 H 4.99339 2.69240 2.16098  0.281
58 H 5.17700 1.05527 2.78419  0.282